[1]
A single C5H11NO2 molecule at a distorted geometry, computed with wB97M-V/def2-TZVPD.

```
19
Properties=species:S:1:pos:R:3:forces:R:3
C -1.278 0.891 1.980 -1.26 0.85 -0.78
H 0.370 1.200 -0.054 0.31 -0.43 -0.57
H -0.175 -0.307 -2.478 -0.01 0.07 0.10
H -1.758 -0.672 0.733 -0.05 0.08 -0.16
C 1.805 -0.901 0.526 -1.86 0.58 1.00
O 2.898 -0.672 -0.285 1.51 0.58 -1.01
N 0.518 -0.913 -0.147 1.09 -0.97 0.76
H 1.663 -0.076 1.246 0.74 0.24 -0.42
H 2.003 -1.720 1.237 -0.39 -0.54 -0.82
C -0.690 0.409 -1.834 0.22 0.45 0.35
H -0.436 1.564 2.149 0.68 0.03 0.35
C -1.444 0.370 0.576 -0.44 -1.52 -0.18
H -1.763 0.235 -1.899 0.02 -0.08 -0.16
H -2.322 0.814 0.080 0.32 0.41 0.44
C -0.222 0.315 -0.360 -0.37 0.40 0.10
H 0.509 -1.562 -0.916 -0.25 0.04 -0.16
H 2.949 -1.145 -1.140 -0.61 0.10 1.05
H -0.481 1.408 -2.221 -0.13 -0.08 -0.08
O -2.146 0.764 2.806 0.47 -0.22 0.17
```
Positions in Å, forces in eV/Å.

The SMILES is C[C@@H](CC=O)NCO. For the HOMO energy, the calculation gives -9.102 eV. The gap between HOMO and LUMO is 0.362 Eh.

=====

[2]
A single C6H10 molecule at a distorted geometry, computed with wB97M-V/def2-TZVPD.

```
16
Properties=species:S:1:pos:R:3:forces:R:3
H -1.726 -0.980 -1.090 0.33 0.03 0.17
H 1.285 1.899 0.089 0.06 -0.31 -0.39
H 2.310 -0.558 0.446 -0.31 0.02 0.01
H 0.798 -1.913 -0.807 -0.58 0.50 -0.13
H -2.528 0.809 0.484 0.31 -0.13 -0.12
C 0.289 -1.343 -0.008 -0.60 -0.08 0.17
H 1.370 0.650 -1.301 0.11 1.01 0.47
C -0.569 0.901 -0.600 -0.10 0.07 0.07
H 1.073 -0.093 1.603 -0.05 0.02 -0.04
H -0.952 1.514 -1.415 0.04 -0.17 0.20
H -1.075 0.554 1.547 -0.04 -0.07 -0.13
C -0.980 -0.533 -0.430 0.51 -0.52 -0.14
C 1.253 -0.275 0.542 -0.18 -0.05 0.23
C -1.477 0.522 0.537 0.07 -0.02 0.15
H 0.011 -2.100 0.725 0.11 0.02 0.22
C 0.921 0.945 -0.321 0.33 -0.32 -0.71
```
Positions in Å, forces in eV/Å.

The SMILES is C1C[C@@H]2C[C@@H]2C1. For the HOMO energy, the calculation gives -9.846 eV. The gap between HOMO and LUMO is 0.407 Eh.

=====

[3]
A molecular structure, C24H32N3 at a distorted geometry, computed with wB97M-V/def2-TZVPD.

```
59
Properties=species:S:1:pos:R:3:forces:R:3
H -2.840 -2.777 1.803 0.16 0.07 0.31
H -2.162 0.667 -1.867 0.47 0.31 -0.23
H -6.309 -2.618 2.459 0.17 -0.02 -0.13
C -1.393 1.306 -3.799 0.31 -0.40 -0.21
N -0.105 0.871 -1.761 -0.18 -2.72 0.75
C -1.256 0.103 0.908 1.56 0.74 -0.90
C -2.348 1.000 0.960 -1.23 -0.26 0.31
C 4.966 1.130 1.566 0.99 0.76 0.42
H -6.594 -0.096 0.466 0.25 -0.05 0.18
C 3.887 -0.939 1.305 0.05 -0.33 -0.71
C 1.623 -1.306 0.602 0.19 -0.62 0.53
H 4.989 1.678 2.513 -0.02 0.06 -0.15
H 5.054 -3.289 1.463 0.30 0.11 0.04
C 5.827 -2.516 1.416 -0.06 -0.09 -0.01
C 0.028 0.622 0.294 0.48 1.36 5.53
H 1.998 1.835 -4.178 0.12 -0.14 -0.03
H 3.026 -2.901 0.989 -0.09 -0.03 -0.13
N 5.204 -1.213 1.459 0.03 -0.51 0.26
H -5.096 1.846 2.105 0.08 0.00 -0.23
C -2.693 -1.724 1.606 0.55 0.19 0.26
C -4.946 1.168 1.256 -0.99 0.78 0.15
H -6.323 -2.678 0.688 0.23 0.09 0.13
H -6.624 0.112 2.224 0.16 -0.07 -0.21
H -0.161 1.716 -5.496 0.01 0.12 -0.11
C 2.402 0.966 1.070 1.03 -0.80 0.19
C 1.139 1.257 -2.311 1.48 0.82 0.27
H 5.204 1.835 0.763 -0.17 -0.01 0.18
C 1.379 0.067 0.669 -1.51 0.65 -0.95
H 1.406 2.272 -1.951 -0.01 -0.13 -0.13
C -3.613 0.526 1.293 1.70 -0.15 -0.39
H -1.557 2.334 -1.908 -0.07 -0.11 -0.21
C 2.847 -1.836 0.985 -0.01 0.38 -0.07
C -1.354 1.307 -2.275 -1.26 0.84 0.68
H 6.511 -2.641 2.266 -0.21 0.01 -0.12
C -3.788 -0.857 1.526 -0.45 -0.18 -0.94
H -2.189 2.071 0.801 -0.08 -0.39 -0.33
H -0.126 3.001 -4.294 -0.01 -0.21 0.06
C 3.672 0.452 1.350 -2.07 0.13 -0.64
H 2.186 2.023 1.213 0.09 -0.11 -0.33
H 6.414 -2.662 0.496 -0.18 0.09 0.13
C -0.139 1.908 -4.426 0.01 0.31 0.31
H 1.949 0.588 -1.957 -0.56 0.28 -0.14
N -5.108 -1.172 1.518 0.29 -0.35 0.23
H 6.736 0.068 0.765 -0.24 -0.07 0.14
H -2.267 1.875 -4.104 -0.19 -0.11 -0.09
C -5.683 -2.495 1.564 -0.07 -0.08 0.15
C 1.124 1.280 -3.843 -0.30 -0.47 -0.16
H 0.052 1.712 0.382 -0.05 -0.25 -0.27
H -5.114 1.736 0.335 0.13 0.00 0.22
C -5.953 -0.005 1.358 -0.23 0.34 0.08
H 0.804 -1.985 0.330 0.63 0.32 -0.16
H 1.189 0.248 -4.226 0.12 0.26 0.18
H -0.136 0.139 -0.977 -0.06 -0.46 -3.14
H 6.589 -0.024 2.524 -0.14 -0.06 -0.16
C -1.417 -1.206 1.396 -0.59 -0.35 -0.11
C 6.009 -0.011 1.590 0.17 0.21 0.08
H -0.548 -1.799 1.678 -0.36 0.00 -0.50
H -4.885 -3.241 1.582 -0.24 0.07 -0.01
H -1.486 0.272 -4.164 -0.13 0.22 0.15
```
Positions in Å, forces in eV/Å.

Its charge is +1. For the HOMO energy, the calculation gives -9.896 eV. The gap between HOMO and LUMO is 0.226 Eh.

=====

[4]
A single C7H7NO2S2 molecule at a distorted geometry, computed with wB97M-V/def2-TZVPD.

```
19
Properties=species:S:1:pos:R:3:forces:R:3
H 3.956 -0.231 1.665 -0.48 -0.66 -0.54
C 0.568 0.751 -0.414 -0.05 -0.40 -0.16
H -2.471 2.187 0.267 0.55 -0.53 -0.19
H -1.577 -1.846 -0.810 -0.32 -1.07 -0.20
O -4.322 0.689 0.108 0.39 -0.49 -0.17
H 4.087 -1.883 1.007 0.34 -0.50 -0.05
C -1.221 -0.878 -0.609 1.06 1.75 0.18
S 2.265 1.287 -0.496 -0.01 -0.14 0.03
H -0.007 2.767 0.150 -0.39 -1.02 -0.19
C 3.472 -1.004 1.017 -0.42 1.03 0.74
H 0.876 -1.325 -0.949 -0.39 0.43 0.07
C -2.121 0.130 -0.272 0.35 -0.26 -0.07
C -1.720 1.426 -0.001 0.11 0.55 0.13
C -0.358 1.729 -0.069 -0.26 1.00 0.23
C 0.142 -0.549 -0.695 -0.38 -0.46 0.16
O -3.872 -1.364 -0.426 0.23 0.84 0.16
S 3.375 -0.412 -0.693 -0.12 0.06 0.10
N -3.543 -0.205 -0.192 -0.78 -0.34 0.05
H 2.470 -1.268 1.411 0.57 0.21 -0.25
```
Positions in Å, forces in eV/Å.

The SMILES is CSSc1ccc([N+](=O)[O-])cc1. For the HOMO energy, the calculation gives -9.066 eV. The gap between HOMO and LUMO is 0.311 Eh.

=====

- Among the records above, which one has the highest gap between HOMO and LUMO?
  C6H10

=====

- Among the records above, which one has the highest gap between HOMO and LUMO?
  C6H10